1.
The following is a DFT calculation (the ωB97M-V functional and the def2-TZVPD basis) of C17H26AuIO2P2 as an isolated structure at a distorted geometry.

Output
HOMO-LUMO gap (alpha / beta), eV: 4.62 / 5.09
Net charge: +2
<S²>: 2.231
2S+1: 3
HOMO (alpha / beta), eV: -13.63 / -14.49
Energy, Ha: -1929.04426

Positions of all 49 atoms, in Å:
C (2.2673, 0.6896, -1.5326)
C (1.6528, -0.1569, -0.4706)
H (3.3440, 0.5101, -1.7396)
H (2.1545, 1.7571, -1.2638)
H (1.7402, 0.5449, -2.4859)
O (2.2276, -0.9205, 0.2555)
I (-1.0105, -0.5965, 1.1614)
Au (-1.8268, 2.8185, -2.4862)
P (-0.7073, -1.0227, -1.7967)
C (-0.4538, -2.6929, -1.0361)
C (-2.4121, -1.3762, -2.4526)
H (-2.3508, -2.2503, -3.1186)
H (-0.1771, -2.3621, -3.7203)
H (-2.7632, -0.4954, -3.0099)
H (0.2350, -0.6322, -4.0165)
H (-1.1231, -2.7973, -0.1641)
H (-3.0841, -1.5853, -1.6098)
C (0.2765, -1.4580, -3.2948)
H (-0.6578, -3.4614, -1.7837)
H (1.3143, -1.6595, -2.9968)
H (0.5829, -2.7685, -0.6939)
P (0.2610, 2.0595, 0.9895)
C (0.9648, 1.2986, 2.5235)
C (1.5810, 3.3405, 0.8151)
H (-1.4996, 3.7407, 1.2002)
H (-0.3986, 3.7218, 2.6151)
H (-1.6827, 2.4733, 2.4357)
C (-0.9605, 3.1000, 1.9080)
H (1.3693, 3.9551, -0.0706)
H (1.5626, 3.9582, 1.7224)
H (1.1507, 2.0721, 3.2710)
H (1.8733, 0.7374, 2.2770)
H (2.5583, 2.8524, 0.7077)
H (0.2489, 0.5957, 2.9488)
C (1.2817, -2.7566, 2.7408)
O (2.2392, -2.8769, 2.0742)
C (0.1319, -2.5629, 3.3539)
C (-1.0249, -1.9630, 3.3602)
C (-2.2780, -1.9928, 4.0410)
C (-2.9168, -0.7923, 4.4443)
C (-4.1588, -0.9043, 5.0366)
C (-4.8133, -2.1299, 5.1472)
C (-4.1549, -3.2977, 4.7498)
C (-2.8725, -3.2757, 4.2069)
H (-2.4096, 0.1726, 4.3029)
H (-4.6395, 0.0001, 5.4039)
H (-5.8329, -2.1815, 5.5283)
H (-4.6341, -4.2591, 4.8473)
H (-2.3359, -4.1616, 3.9009)

=====

2.
The following is a DFT calculation (the ωB97M-V functional and the def2-TZVPD basis) of an isolated molecule of C17H26FNO2.

Output
HOMO-LUMO gap, eV: 8.98
Net charge: 0
Structure (SMILES): CN(C[C@@H](O)COCc1ccccc1F)C1CCCCC1
Relative energy (zero: lowest compared OMol25 entry of this formula, charge and spin), kcal per mole: 0.0
HOMO, eV: -8.15
Energy, Ha: -968.46657

Positions of all 47 atoms, in Å:
C (3.4771, -1.7102, 0.6157)
N (2.4001, -0.7936, 0.3162)
C (2.7683, 0.1888, -0.6868)
H (3.6435, -0.1273, -1.2679)
C (3.0848, 1.5538, -0.0370)
O (3.3886, 2.5183, -1.0131)
H (2.5687, 2.7153, -1.4824)
C (1.9066, 1.9982, 0.8385)
O (0.7457, 2.0225, 0.0347)
C (-0.4611, 2.0774, 0.7550)
C (-1.5680, 1.4184, -0.0246)
C (-2.7471, 1.0538, 0.6144)
C (-3.7795, 0.4131, -0.0417)
C (-3.6358, 0.1212, -1.3876)
C (-2.4752, 0.4796, -2.0516)
C (-1.4531, 1.1244, -1.3756)
H (-0.5453, 1.4026, -1.8865)
H (-2.3633, 0.2549, -3.1015)
H (-4.4303, -0.3855, -1.9131)
H (-4.6710, 0.1466, 0.5035)
F (-2.8853, 1.3292, 1.9328)
H (-0.7330, 3.1245, 0.9725)
H (-0.3551, 1.5601, 1.7198)
H (1.7915, 1.2789, 1.6583)
H (2.1062, 2.9957, 1.2567)
H (3.9758, 1.4731, 0.5928)
H (1.9446, 0.3471, -1.3876)
C (1.0822, -1.3834, 0.1239)
C (0.5222, -1.9566, 1.4281)
C (-0.9401, -2.3473, 1.2310)
C (-1.0702, -3.3802, 0.1155)
C (-0.4692, -2.8488, -1.1824)
C (0.9899, -2.4533, -0.9748)
H (1.5675, -3.3329, -0.6835)
H (1.4089, -2.0654, -1.9065)
H (-0.5414, -3.6097, -1.9631)
H (-1.0380, -1.9748, -1.5108)
H (-2.1223, -3.6295, -0.0383)
H (-0.5484, -4.2948, 0.4074)
H (-1.3439, -2.7527, 2.1614)
H (-1.5232, -1.4610, 0.9706)
H (1.0870, -2.8408, 1.7282)
H (0.6143, -1.2124, 2.2210)
H (0.4292, -0.5530, -0.1644)
H (3.7812, -2.3246, -0.2452)
H (3.1833, -2.3682, 1.4297)
H (4.3409, -1.1319, 0.9432)

=====

3.
The following is a DFT calculation (the ωB97M-V functional and the def2-TZVPD basis) of C17H26N2O4S as an isolated structure at a distorted geometry.

Output
HOMO-LUMO gap, eV: 7.86
Net charge: 0
Relative energy (zero: lowest compared OMol25 entry of this formula, charge and spin), kcal per mole: 340.2
HOMO, eV: -7.53
Energy, Ha: -1471.52132

Positions of all 50 atoms, in Å:
C (-0.6888, 1.4911, 0.9822)
C (-1.9171, 2.4902, 1.0708)
C (-3.2503, 1.8754, 0.5923)
C (-3.3141, 1.7112, -0.8349)
C (-3.0310, 0.4314, -1.2303)
H (-2.6554, 0.1970, -2.0910)
H (-2.1685, -0.0814, -0.2935)
C (-4.1394, -0.6378, -1.0350)
N (-3.6895, -2.0237, -0.8433)
S (-2.8987, -2.6994, -2.0066)
O (-2.9863, -2.2655, -3.2899)
O (-2.8910, -4.1648, -1.9796)
C (-1.2620, -2.1143, -1.5145)
C (-0.3247, -1.7672, -2.3271)
C (0.9398, -1.2019, -1.9716)
C (1.3035, -1.5172, -0.3956)
C (0.2997, -2.0799, 0.3951)
C (-0.8364, -2.5679, -0.0594)
H (-1.5733, -3.2030, 0.3512)
H (0.7182, -2.4658, 1.4265)
N (2.5760, -0.9955, -0.1787)
C (3.1681, -1.1660, 1.2748)
O (2.5881, -1.6194, 2.1472)
C (4.4935, -0.4944, 1.3100)
H (5.3027, -1.2532, 0.9945)
C (4.4717, 0.5922, 2.2398)
H (5.4855, 0.8888, 2.6899)
H (3.9266, 0.2078, 3.0213)
C (4.1231, 1.9071, 1.7028)
H (2.9391, 1.9218, 1.5576)
C (4.7501, 1.6248, 0.1010)
H (5.7863, 2.1572, 0.0676)
O (4.7090, 0.2489, -0.0624)
H (4.1212, 2.3130, -0.5893)
H (4.4392, 2.8755, 2.0826)
H (3.1318, -0.8022, -0.8590)
H (1.6105, -0.7042, -2.6906)
H (-0.6956, -1.6040, -3.1069)
H (-4.4908, -2.7261, -0.5318)
H (-4.5809, -0.5103, 0.0741)
H (-5.0178, -0.5843, -1.6327)
H (-4.1557, 1.8144, -0.9219)
H (-2.4888, 2.3743, -1.2708)
H (-3.3815, 1.2069, 1.3525)
H (-3.7574, 2.7398, 0.9238)
H (-1.7267, 3.4566, 0.5213)
H (-1.9511, 2.8445, 2.2252)
H (0.1106, 2.0371, 1.3687)
H (-0.7919, 0.5556, 1.3070)
H (-0.3297, 1.2868, -0.0635)